Entry 1:
Computed, not measured: one molecule with the formula C3H9NO2, with ωB97M-V with the def2-TZVPD basis set.

The lowest unoccupied orbital energy is 0.842 eV. The energy above the lowest of the compared OMol25 structures with the same formula, charge and spin is 50.81 kcal/mol. The value obtained for the orbital gap is 10.7 eV. Its SMILES is NC(CO)CO.

```
! wB97M-V def2-TZVPD RIJCOSX def2/J DEFGRID3
* xyz 0 1
O 0.51291 -1.75895 1.76983
O -1.01621 1.32223 -1.90120
N -0.36646 1.05338 0.89902
C 0.69365 -1.16841 0.38385
C -0.40243 -0.12775 0.05367
C -0.00929 0.43258 -1.34838
H -0.93241 1.81645 0.54208
H -0.01203 -0.34698 -2.12125
H 1.40003 -1.45228 2.14587
H -1.07120 1.93553 -1.11943
H -0.67343 0.80287 1.82101
H 1.71769 -0.82515 0.25915
H 0.62122 -2.02130 -0.28694
H 0.94600 0.97854 -1.12862
H -1.40804 -0.64076 0.03134
*
```


Entry 2:
Computed, not measured: a 2-piece molecular cluster, C3H9NO2 overall, with ωB97M-V with the def2-TZVPD basis set.

The lowest unoccupied orbital energy is 0.504 eV. The energy above the lowest of the compared OMol25 structures with the same formula, charge and spin is 81.52 kcal/mol. The value obtained for the orbital gap is 9.4 eV. Its SMILES is CC(=O)O.CN.

```
! wB97M-V def2-TZVPD RIJCOSX def2/J DEFGRID3
* xyz 0 1
O 1.59784 0.06469 2.04593
O 0.95809 0.17093 -0.04460
N -0.70473 0.18106 -1.79260
C 0.85454 -0.34729 1.13440
C -1.91062 0.96876 -1.98389
C -0.31929 -1.24850 1.13815
H -1.18348 -0.40213 1.46552
H 0.24473 0.68753 -2.00035
H -0.63253 -0.01883 -0.68739
H -2.54720 0.56909 -1.26053
H -2.34036 0.56928 -2.97033
H -0.29264 -1.93979 2.11282
H -1.82975 2.15261 -2.07390
H 1.74865 0.81809 0.16042
H -0.42954 -1.82596 0.05940
*
```


Entry 3:
Computed, not measured: a 2-piece molecular cluster, C3H9NO2 overall, with ωB97M-V with the def2-TZVPD basis set.

The lowest unoccupied orbital energy is 0.845 eV. The energy above the lowest of the compared OMol25 structures with the same formula, charge and spin is 34.77 kcal/mol. The value obtained for the orbital gap is 10.9 eV. Its SMILES is NC=O.CCO.

```
! wB97M-V def2-TZVPD RIJCOSX def2/J DEFGRID3
* xyz 0 1
O -1.53805 0.64746 1.02343
O 0.53579 -2.67882 -2.20907
N 0.38321 -0.82786 -3.44978
C -0.18659 0.38607 1.32744
C 0.14522 -1.53084 -2.30829
C 0.39652 1.21828 2.55113
H 1.38143 0.86328 2.88043
H 0.01266 -0.66117 1.67116
H -0.25351 -0.88458 -1.49701
H 0.35689 0.60890 0.41781
H 0.42606 -1.40508 -4.27720
H -1.95436 0.73556 1.88809
H -0.22062 1.27917 3.46194
H 0.55591 2.16341 2.02916
H -0.04054 0.08621 -3.50924
*
```


Entry 4:
Computed, not measured: a 2-piece molecular cluster, C3H9NO2 overall, with ωB97M-V with the def2-TZVPD basis set.

The lowest unoccupied orbital energy is 0.621 eV. The energy above the lowest of the compared OMol25 structures with the same formula, charge and spin is 58.85 kcal/mol. The value obtained for the orbital gap is 10.3 eV. Its SMILES is CN(C)C=O.O.

```
! wB97M-V def2-TZVPD RIJCOSX def2/J DEFGRID3
* xyz 0 1
O 1.59782 0.02725 0.00700
O 3.82827 0.87584 1.38772
N -0.65140 -0.12583 -0.39305
C 0.65738 -0.18599 -0.75856
C -1.70805 0.05751 -1.30253
C -1.10614 -0.45104 0.95014
H -1.45581 0.38408 1.43823
H -2.79209 0.35968 -0.73138
H -1.90722 -1.30150 0.91795
H -0.41364 -0.73365 1.53816
H -2.11350 -0.84754 -1.77111
H 3.63058 0.48613 0.56195
H -1.41864 0.86744 -1.96486
H 0.90944 -0.25117 -1.81790
H 2.94299 0.83879 1.93823
*
```


Entry 5:
Computed, not measured: a 2-piece molecular cluster, C3H9NO2 overall, with ωB97M-V with the def2-TZVPD basis set.

The lowest unoccupied orbital energy is 0.918 eV. The energy above the lowest of the compared OMol25 structures with the same formula, charge and spin is 17.27 kcal/mol. The value obtained for the orbital gap is 10.5 eV. Its SMILES is CC(N)=O.CO.

```
! wB97M-V def2-TZVPD RIJCOSX def2/J DEFGRID3
* xyz 0 1
O 0.44963 -0.66318 1.93954
O -1.11228 -1.06430 -1.00976
N -0.33973 0.95414 -0.49158
C -1.31704 0.63769 -2.67598
C -0.93172 0.09704 -1.33255
C 1.65100 -0.77964 2.71258
H 0.07027 0.49955 0.31340
H 0.12472 -1.53244 1.68369
H -1.58725 1.69148 -2.70408
H 1.64439 0.07526 3.37782
H 1.67390 -1.72339 3.25236
H 2.54387 -0.66822 2.08779
H -2.17775 0.08488 -3.05644
H -0.15621 1.92695 -0.68770
H -0.53579 0.46417 -3.40910
*
```


Entry 6:
Computed, not measured: a 2-piece molecular cluster, C3H9NO2 overall, with ωB97M-V with the def2-TZVPD basis set.

The lowest unoccupied orbital energy is 1.009 eV. The energy above the lowest of the compared OMol25 structures with the same formula, charge and spin is 55.89 kcal/mol. The value obtained for the orbital gap is 10.5 eV. Its SMILES is CC=O.NCO.

```
! wB97M-V def2-TZVPD RIJCOSX def2/J DEFGRID3
* xyz 0 1
O -2.06317 -0.34805 1.52073
O 3.08823 -0.70033 -0.27677
N -3.06497 1.72105 1.43996
C 3.15744 -0.67039 -2.62524
C -2.87963 0.57686 2.33843
C 3.17766 -1.37728 -1.26337
H 3.78598 -1.22039 -3.33817
H -3.85411 0.10725 2.52532
H -2.26437 0.74919 3.22323
H 2.16688 -0.70686 -3.10309
H 3.55531 0.33219 -2.65555
H 3.50102 -2.42663 -1.26457
H -2.67468 -0.31975 0.76072
H -2.22639 1.70169 0.87638
H -3.40519 2.58146 1.84201
*
```


Entry 7:
Computed, not measured: a 3-piece molecular cluster, C3H9NO2 overall, with ωB97M-V with the def2-TZVPD basis set.

The lowest unoccupied orbital energy is 0.570 eV. The energy above the lowest of the compared OMol25 structures with the same formula, charge and spin is 73.74 kcal/mol. The value obtained for the orbital gap is 10.2 eV. Its SMILES is C=CN=C.O.O.

```
! wB97M-V def2-TZVPD RIJCOSX def2/J DEFGRID3
* xyz 0 1
O -1.25545 2.59099 -6.54190
O -1.88884 -1.76430 -0.79450
N 0.25540 -0.86317 1.67214
C 1.08407 -0.88773 2.81688
C 0.65764 -0.24038 0.63908
C 1.32827 0.10401 3.66354
H -2.67163 -2.29495 -0.62781
H 0.84748 1.07703 3.60249
H 1.35073 -1.89521 3.09497
H -1.42926 -1.59230 0.03441
H -0.91957 3.48085 -6.68779
H 1.24019 0.68765 0.61053
H 2.02756 -0.10522 4.46381
H 0.41838 -0.69771 -0.32410
H -1.04498 2.40045 -5.62175
*
```


Entry 8:
Computed, not measured: a 2-piece molecular cluster, C3H9NO2 overall, with ωB97M-V with the def2-TZVPD basis set.

The lowest unoccupied orbital energy (alpha / beta) is -4.502 / -9.202 eV. The energy above the lowest of the compared OMol25 structures with the same formula, charge and spin is 55.10 kcal/mol. The value obtained for the orbital gap (alpha / beta) is 10.0 / 4.4 eV.

```
! wB97M-V def2-TZVPD RIJCOSX def2/J DEFGRID3
* xyz 1 2
O 0.79665 -0.31729 1.38532
O 2.20104 0.09002 -0.32951
N -1.07417 -0.53943 -1.63429
C 1.66818 0.42238 0.84139
C -2.45792 -1.06873 -1.24116
C 2.13783 1.56319 1.61993
H -1.24657 0.20330 -2.24242
H -3.02867 -0.13846 -1.01284
H 0.53201 -1.23788 0.98489
H -0.75826 -1.28915 -2.09199
H -2.26173 -1.60672 -0.29852
H 1.33374 2.22407 1.95989
H 3.04924 2.13709 1.33601
H -3.06796 -1.63122 -1.92296
H 2.17660 1.18886 2.64625
*
```


Entry 9:
Computed, not measured: a 2-piece molecular cluster, C3H9NO2 overall, with ωB97M-V with the def2-TZVPD basis set.

The lowest unoccupied orbital energy (alpha / beta) is -4.695 / -9.808 eV. The energy above the lowest of the compared OMol25 structures with the same formula, charge and spin is 26.60 kcal/mol. The value obtained for the orbital gap (alpha / beta) is 10.4 / 5.2 eV.

```
! wB97M-V def2-TZVPD RIJCOSX def2/J DEFGRID3
* xyz 1 2
O 1.29432 -2.06475 -1.25929
O 1.15653 0.92711 -0.68779
N -0.84314 1.96887 -1.00664
C -0.00961 1.06434 -0.34731
C 0.05820 -0.79104 1.44195
C -0.70873 0.38330 0.81835
H 1.59069 -1.22062 -1.52943
H -0.06207 -0.90220 2.55951
H 1.56246 -2.68734 -2.01291
H -1.60097 -0.13616 0.38301
H 1.15556 -0.77381 1.28068
H -0.38869 2.66305 -1.50991
H -1.13318 1.06007 1.49773
H -0.35454 -1.71895 1.00531
H -1.71683 2.22813 -0.63326
*
```


Entry 10:
Computed, not measured: C3H9NO2P as an isolated structure, with ωB97M-V with the def2-TZVPD basis set.

The lowest unoccupied orbital energy is 3.976 eV. The energy above the lowest of the compared OMol25 structures with the same formula, charge and spin is 89.97 kcal/mol. The value obtained for the orbital gap is 7.4 eV.

```
! wB97M-V def2-TZVPD RIJCOSX def2/J DEFGRID3
* xyz -1 1
P 1.20125 -0.11995 0.05756
O 1.03899 0.14503 2.25812
O 2.51026 -0.43220 -0.54604
N 0.65959 1.36068 -0.60227
C -0.30423 2.09355 0.16891
C 0.06189 -1.34502 -0.61777
C -1.09884 -1.81529 0.23649
H -0.90114 -2.09619 1.19118
H -0.20381 3.22241 -0.10890
H -1.43343 -2.75938 -0.30578
H -0.32295 -0.86847 -1.55648
H 1.43541 1.88738 -0.78082
H -0.12873 2.16653 1.27557
H 0.64153 -2.22137 -0.85903
H -1.31858 1.93005 -0.15973
H -1.83722 -1.14776 0.34899
*
```


Entry 11:
Computed, not measured: a 2-piece molecular cluster, C3H9NO2S overall, with ωB97M-V with the def2-TZVPD basis set.

The lowest unoccupied orbital energy is 0.635 eV. The energy above the lowest of the compared OMol25 structures with the same formula, charge and spin is 20.22 kcal/mol. The value obtained for the orbital gap is 9.8 eV. Its SMILES is CSCC(N)=O.O.

```
! wB97M-V def2-TZVPD RIJCOSX def2/J DEFGRID3
* xyz 0 1
S -0.45640 2.22751 0.17537
O -1.90700 -4.10443 -0.73166
O 0.24585 -1.63004 -0.50640
N 0.23985 -0.48611 1.39855
C -0.00434 -0.55481 0.08989
C 1.26873 2.79441 -0.09728
C -0.47148 0.66615 -0.67207
H 0.28879 0.47211 1.75345
H -1.31540 -3.40407 -0.37422
H 0.09426 0.82455 -1.61031
H -1.84733 -4.83715 -0.07758
H -1.54499 0.59850 -0.93369
H 1.38367 3.86751 0.13042
H 1.60561 2.61634 -1.13237
H 0.50577 -1.26892 2.00106
H 1.91440 2.21848 0.58684
*
```


Entry 12:
Computed, not measured: a 2-piece molecular cluster, C3H9NO2S overall, with ωB97M-V with the def2-TZVPD basis set.

The lowest unoccupied orbital energy is 0.395 eV. The energy above the lowest of the compared OMol25 structures with the same formula, charge and spin is 79.32 kcal/mol. The value obtained for the orbital gap is 9.3 eV. Its SMILES is N[C@H](C=O)CS.O.

```
! wB97M-V def2-TZVPD RIJCOSX def2/J DEFGRID3
* xyz 0 1
S 1.51285 -0.58795 -1.99307
O -0.97452 2.25551 -1.27847
O -0.39233 -1.09033 3.05251
N -0.96424 -0.95842 -0.26337
C 0.11214 -0.96980 0.74021
C 1.36768 -0.35766 -0.16089
C -0.06428 -0.29595 2.18697
H 0.32280 -1.97313 0.81754
H -1.78894 -1.49965 -0.02893
H -1.50007 2.98764 -0.90462
H 0.29509 -0.59746 -2.61960
H 2.35589 -0.75856 0.24731
H 0.18271 0.80460 2.34033
H -1.26964 -0.09282 -0.44134
H -0.49162 2.53609 -1.98161
H 1.29648 0.59790 0.28705
*
```